Entry 1:
# C40H83NO15

5 unconnected molecules or ions with the total composition C40H83NO15 at a distorted geometry (wB97M-V/def2-TZVPD, the OMol25 dataset).

The gap between HOMO and LUMO comes out at 8.84 eV. The value obtained for the HOMO energy is -8.94 eV. The SMILES is CCCCCCCCCCCCC1=C(N)C(=O)OC1=O.COCCOCCOC.COCCOCCOC.COCCOCCOC.COCCOCCOC. As for the lowest unoccupied orbital energy: -0.0038 Ha.

Structure (ORCA input):
```
! RIJCOSX wB97M-V def2-TZVPD def2/J DEFGRID3
* xyz 0 1
C -0.86063 -5.41426 1.92227
C 0.21864 -4.47604 2.46691
C -0.16000 -2.98352 2.26660
C 0.84043 -2.25219 1.37420
C 0.41122 -0.85910 0.89626
C -1.04864 -0.77292 0.40808
C -2.02500 -0.26377 1.49740
C -3.33494 -1.06798 1.64957
C -3.69867 -1.37606 3.12206
C -5.19613 -1.24013 3.44902
C -5.98906 -2.55044 3.35332
C -5.71265 -3.43955 2.13828
C -6.11479 -2.92441 0.78531
C -6.20351 -3.66895 -0.33466
N -5.97563 -5.02585 -0.52466
C -6.59239 -2.76490 -1.45852
O -7.17685 -3.02510 -2.46577
O -6.26943 -1.48660 -1.04882
C -6.49478 -1.55519 0.35488
O -7.04727 -0.67129 0.92941
H -0.85084 -5.44254 0.82962
H -1.84657 -5.05069 2.22889
H -0.75843 -6.43318 2.29886
H 1.14733 -4.65443 1.92042
H 0.37130 -4.68730 3.52578
H -0.19808 -2.50621 3.24964
H -1.16893 -2.94764 1.85199
H 1.06261 -2.86553 0.49445
H 1.76983 -2.16391 1.94626
H 1.05818 -0.58119 0.05692
H 0.60478 -0.11212 1.67287
H -1.37090 -1.76834 0.09375
H -1.07458 -0.10447 -0.45454
H -2.26759 0.77540 1.25699
H -1.49622 -0.22797 2.45364
H -4.14865 -0.48744 1.21033
H -3.22208 -1.99974 1.08816
H -3.32462 -2.36494 3.40249
H -3.16786 -0.64254 3.73498
H -5.63033 -0.45555 2.83203
H -5.28629 -0.89317 4.48286
H -7.06470 -2.37995 3.44787
H -5.70517 -3.14376 4.23055
H -4.65868 -3.72910 2.08029
H -6.26783 -4.37342 2.29642
H -6.47310 -5.58126 0.16606
H -6.33562 -5.30630 -1.43300
C 3.54903 1.57686 0.72221
O 3.83763 0.88210 -0.47024
C 3.31909 1.50886 -1.62847
C 4.27615 1.45708 -2.79623
O 5.41371 2.29289 -2.67367
C 6.42481 1.95187 -1.74090
C 7.24920 0.73748 -2.10327
O 6.51133 -0.46300 -1.97158
C 6.76904 -1.41861 -2.97515
H 2.50927 1.40545 1.02517
H 4.21310 1.20408 1.50063
H 3.70993 2.65418 0.60622
H 3.07523 2.55661 -1.42022
H 2.39377 0.99451 -1.92431
H 3.73409 1.85669 -3.65780
H 4.55417 0.42969 -3.03867
H 6.02660 1.86732 -0.72773
H 7.10481 2.80753 -1.75117
H 8.10986 0.69937 -1.42184
H 7.62642 0.85095 -3.12585
H 6.80021 -0.95841 -3.96863
H 5.95379 -2.14075 -2.95633
H 7.71169 -1.94689 -2.79457
C -4.25099 -6.93115 3.02013
O -4.37587 -6.44230 4.33524
C -5.63690 -6.67665 4.93433
C -5.50617 -7.04270 6.39536
O -4.97412 -8.33005 6.64530
C -3.59888 -8.56844 6.40185
C -2.65022 -7.91636 7.38180
O -2.59340 -6.51205 7.20775
C -2.50495 -5.77834 8.40782
H -4.75140 -6.26528 2.30618
H -3.19183 -6.96605 2.77572
H -4.67045 -7.93751 2.91325
H -6.17355 -7.47514 4.40927
H -6.23680 -5.75766 4.86830
H -6.51978 -7.08043 6.80216
H -4.96400 -6.26860 6.94243
H -3.32234 -8.32563 5.37376
H -3.48330 -9.64813 6.52373
H -1.64885 -8.33355 7.20985
H -2.95623 -8.16910 8.40297
H -3.20076 -6.15949 9.16299
H -2.77415 -4.74724 8.18199
H -1.48830 -5.79541 8.81572
C -0.64316 8.93371 1.17178
O -1.04470 7.70753 0.60586
C -1.43854 7.79018 -0.75164
C -0.95900 6.60179 -1.55364
O 0.43543 6.56889 -1.80186
C 1.31914 6.27276 -0.73672
C 1.30904 4.83151 -0.28136
O 0.12098 4.49695 0.41287
C -0.37516 3.20809 0.12890
H -1.50584 9.56204 1.42142
H -0.09819 8.70984 2.08771
H 0.01484 9.49125 0.49657
H -1.05754 8.70942 -1.21050
H -2.53540 7.81128 -0.80041
H -1.41109 6.68922 -2.54459
H -1.31306 5.66649 -1.11524
H 1.17731 6.94935 0.10855
H 2.31524 6.46550 -1.14381
H 2.15704 4.68178 0.40147
H 1.44519 4.17912 -1.15157
H -0.34563 2.99464 -0.94570
H -1.41356 3.17665 0.45716
H 0.18643 2.43209 0.66344
C 3.13975 4.89291 -4.91302
O 4.31673 5.36086 -5.52840
C 5.47610 4.60195 -5.22437
C 6.36904 4.42783 -6.43110
O 5.87188 3.54649 -7.42390
C 4.78051 3.95746 -8.22596
C 5.10273 5.01711 -9.25543
O 5.33623 6.28076 -8.66179
C 6.37346 7.02329 -9.25872
H 3.09785 5.17559 -3.85422
H 2.29456 5.34804 -5.42753
H 3.05442 3.80284 -4.98955
H 5.20914 3.61791 -4.82810
H 6.04513 5.13376 -4.45041
H 7.28574 3.95063 -6.07532
H 6.64937 5.39423 -6.85582
H 3.92123 4.25204 -7.61983
H 4.49581 3.06013 -8.78149
H 4.24288 5.10033 -9.93414
H 5.97196 4.69719 -9.84102
H 7.24996 6.39780 -9.46017
H 6.66301 7.80426 -8.55675
H 6.04609 7.49338 -10.19295
*
```

Löwdin population analysis, charges in e, atoms 1 to 99: -0.12, -0.24, -0.21, -0.21, -0.22, -0.19, -0.19, -0.19, -0.19, -0.20, -0.18, -0.13, -0.06, -0.18, 0.15, -0.39, 0.17, 0.12, -0.37, 0.17, 0.08, 0.05, 0.07, 0.10, 0.10, 0.12, 0.08, 0.12, 0.11, 0.09, 0.10, 0.10, 0.10, 0.10, 0.10, 0.10, 0.09, 0.11, 0.10, 0.09, 0.11, 0.12, 0.11, 0.11, 0.11, 0.10, 0.10, -0.10, -0.19, -0.20, -0.18, -0.14, -0.18, -0.20, -0.19, -0.11, 0.07, 0.09, 0.08, 0.11, 0.13, 0.11, 0.12, 0.12, 0.13, 0.13, 0.12, 0.09, 0.09, 0.09, -0.10, -0.19, -0.20, -0.18, -0.12, -0.18, -0.20, -0.20, -0.11, 0.07, 0.07, 0.09, 0.13, 0.12, 0.13, 0.12, 0.12, 0.13, 0.13, 0.12, 0.09, 0.09, 0.09, -0.11, -0.19, -0.20, -0.18, -0.12, -0.18



Entry 2:
# C62H88N12O5

12 unconnected molecules or ions with the total composition C62H88N12O5 at a distorted geometry (wB97M-V/def2-TZVPD, the OMol25 dataset).

The gap between HOMO and LUMO comes out at 8.34 eV. The value obtained for the HOMO energy is -8.14 eV. The SMILES is COCCCCCCCCCC[C@H](CCCCO)OC(=O)OC#N.c1cc[nH]c1.c1cc[nH]c1.c1cc[nH]c1.c1cc[nH]c1.c1cc[nH]c1.c1cc[nH]c1.c1cc[nH]c1.c1cc[nH]c1.c1cc[nH]c1.c1cc[nH]c1.c1cc[nH]c1. As for the lowest unoccupied orbital energy: 0.0073 Ha.

Structure (ORCA input):
```
! RIJCOSX wB97M-V def2-TZVPD def2/J DEFGRID3
* xyz 0 1
C 5.77020 3.50875 3.07128
O 4.89982 3.64585 4.17223
C 4.06353 2.51866 4.38826
C 2.64296 2.71350 3.83978
C 1.99915 1.45158 3.25075
C 2.65340 0.88188 1.98526
C 2.20529 1.56442 0.68083
C 2.98788 2.82508 0.26633
C 4.13878 2.60410 -0.72785
C 4.97160 1.35118 -0.44203
C 6.31010 1.28874 -1.18548
C 7.37195 0.43131 -0.48959
C 6.96945 -0.96502 -0.01478
C 6.17283 -1.80630 -1.02948
C 4.76645 -2.27360 -0.62901
C 4.66914 -3.40668 0.40244
C 5.38796 -4.69491 0.02912
O 6.80331 -4.64393 0.21167
O 6.15842 -0.85751 1.21238
C 6.70570 -0.56887 2.36598
O 6.31376 0.14758 3.19583
O 7.94544 -1.28298 2.52718
C 7.95942 -2.11190 3.52074
N 7.97745 -2.85778 4.38330
H 6.15926 4.50027 2.83420
H 6.60953 2.84124 3.30699
H 5.25074 3.11020 2.19029
H 4.00847 2.38204 5.47219
H 4.53176 1.61384 3.98464
H 2.00788 3.04607 4.66804
H 2.64564 3.53104 3.11275
H 0.94979 1.67667 3.02502
H 1.98129 0.67927 4.02937
H 2.41297 -0.18621 1.92661
H 3.74234 0.93658 2.08457
H 2.20815 0.83740 -0.14169
H 1.16073 1.85302 0.81380
H 3.37541 3.30438 1.17008
H 2.28837 3.54413 -0.17400
H 4.77606 3.49360 -0.75670
H 3.69616 2.49143 -1.72645
H 4.36840 0.49392 -0.75850
H 5.15116 1.24615 0.62887
H 6.70940 2.30390 -1.28982
H 6.16351 0.92933 -2.21068
H 8.20925 0.26330 -1.17804
H 7.79212 0.98579 0.35986
H 7.88878 -1.49368 0.23863
H 6.11179 -1.23734 -1.96162
H 6.75329 -2.70291 -1.26251
H 4.29575 -2.64762 -1.54697
H 4.15479 -1.43445 -0.28742
H 5.00429 -3.09172 1.39831
H 3.60497 -3.64573 0.51468
H 4.99651 -5.52266 0.63109
H 5.19593 -4.93698 -1.02219
H 7.01944 -3.88368 0.76042
C 0.91993 0.93096 -4.91056
C 2.31041 1.13182 -4.68970
C 2.66566 0.36234 -3.61498
N 1.55061 -0.30038 -3.18287
C 0.47827 0.04715 -3.96276
H 0.31206 1.38230 -5.67712
H 2.97050 1.76942 -5.25352
H 3.61542 0.22739 -3.12383
H 1.52486 -0.94501 -2.41395
H -0.50022 -0.36621 -3.78369
C 4.51256 0.01558 7.60471
C 4.32146 -1.27628 8.16868
C 3.12379 -1.25870 8.83262
N 2.58783 -0.00644 8.69902
C 3.42644 0.77352 7.94983
H 5.34940 0.34664 7.01230
H 4.98611 -2.12038 8.08945
H 2.60598 -2.02782 9.37999
H 1.70953 0.29072 9.08281
H 3.17648 1.79605 7.72347
C -1.95581 4.27721 -2.12295
C -2.71815 4.87677 -1.08234
C -2.54956 4.10971 0.04105
N -1.71917 3.07203 -0.28307
C -1.34746 3.16767 -1.59571
H -1.85949 4.62322 -3.13875
H -3.31842 5.76856 -1.15139
H -2.94737 4.21375 1.03635
H -1.42845 2.34386 0.34535
H -0.68351 2.44659 -2.04653
C -1.29477 -2.95423 5.66395
C -0.78836 -1.90755 6.48332
C 0.57062 -2.07350 6.55812
N 0.89930 -3.17121 5.81478
C -0.22725 -3.71488 5.26464
H -2.32532 -3.12047 5.40005
H -1.35730 -1.12737 6.96094
H 1.33293 -1.51061 7.06789
H 1.83233 -3.52230 5.69666
H -0.17385 -4.59053 4.63998
C -3.11885 2.17707 -6.64412
C -2.83749 1.39663 -5.48891
C -2.92800 0.08153 -5.84708
N -3.24684 0.02912 -7.17636
C -3.37337 1.30569 -7.66964
H -3.12583 3.25170 -6.71432
H -2.58541 1.76273 -4.50578
H -2.78478 -0.81624 -5.26912
H -3.38722 -0.81872 -7.69611
H -3.62419 1.48494 -8.70197
C -4.37799 -4.87709 1.33485
C -5.05303 -3.80465 1.97742
C -4.54841 -3.70343 3.24791
N -3.59558 -4.67751 3.39266
C -3.49636 -5.40430 2.23826
H -4.52685 -5.22406 0.32593
H -5.81795 -3.17811 1.54864
H -4.78035 -3.02339 4.04971
H -3.05944 -4.84326 4.22492
H -2.80397 -6.22424 2.15471
C -4.77162 -2.98899 -2.59456
C -5.31153 -3.81214 -3.62221
C -5.65357 -2.99498 -4.66900
N -5.32768 -1.71444 -4.31827
C -4.80062 -1.70135 -3.05785
H -4.40774 -3.30151 -1.62901
H -5.43983 -4.88113 -3.59199
H -6.09019 -3.21717 -5.62755
H -5.45747 -0.89529 -4.88615
H -4.48737 -0.77967 -2.60042
C -1.10417 -1.44645 0.49330
C -2.38683 -1.76889 1.01718
C -3.30081 -0.97557 0.37877
N -2.62084 -0.19256 -0.51715
C -1.28605 -0.47470 -0.45550
H -0.16096 -1.88362 0.77850
H -2.61148 -2.50403 1.77231
H -4.37152 -0.90779 0.47838
H -3.02478 0.48733 -1.13427
H -0.59129 0.04542 -1.08764
C -8.13623 1.61449 -1.67991
C -7.76195 2.74283 -0.89782
C -6.40460 2.69037 -0.72905
N -5.94904 1.57175 -1.37452
C -6.99633 0.90775 -1.95454
H -9.13086 1.34998 -1.99763
H -8.41762 3.50071 -0.50455
H -5.72232 3.34745 -0.21627
H -4.98983 1.28873 -1.41800
H -6.84309 0.00001 -2.51161
C 0.94504 -1.41415 -10.23844
C 1.43009 -0.23796 -9.60330
C 0.35703 0.38506 -9.02398
N -0.75383 -0.36762 -9.28297
C -0.40649 -1.46474 -10.02355
H 1.52253 -2.13842 -10.78796
H 2.44963 0.10796 -9.57337
H 0.28791 1.29257 -8.44882
H -1.67897 -0.13833 -8.97091
H -1.14317 -2.18682 -10.33238
C -9.21854 2.15940 2.42751
C -10.40400 2.37757 3.18218
C -10.32367 3.63591 3.71628
N -9.13654 4.18468 3.31398
C -8.45692 3.29184 2.52963
H -8.95589 1.27696 1.86838
H -11.22239 1.68981 3.31436
H -11.00744 4.18415 4.34116
H -8.81320 5.10221 3.55763
H -7.49709 3.53581 2.10887
*
```

Löwdin population analysis, charges in e, atoms 1 to 99: -0.10, -0.18, -0.22, -0.16, -0.19, -0.19, -0.19, -0.19, -0.19, -0.21, -0.18, -0.13, -0.24, -0.11, -0.18, -0.18, -0.25, -0.07, 0.05, -0.51, 0.23, 0.11, -0.33, 0.19, 0.09, 0.08, 0.07, 0.10, 0.09, 0.11, 0.11, 0.11, 0.11, 0.11, 0.08, 0.09, 0.09, 0.08, 0.11, 0.11, 0.10, 0.08, 0.09, 0.11, 0.11, 0.13, 0.13, 0.14, 0.11, 0.11, 0.12, 0.09, 0.11, 0.12, 0.11, 0.12, 0.06, -0.10, -0.10, -0.15, 0.01, -0.15, 0.08, 0.09, 0.10, 0.13, 0.10, -0.10, -0.11, -0.17, 0.00, -0.14, 0.09, 0.09, 0.11, 0.15, 0.10, -0.11, -0.11, -0.14, 0.01, -0.15, 0.09, 0.09, 0.11, 0.13, 0.10, -0.12, -0.10, -0.13, 0.01, -0.14, 0.07, 0.09, 0.08, 0.15, 0.10, -0.09, -0.11



Entry 3:
# C8H18NaO8

A molecular structure, C8H18NaO8 at a distorted geometry (wB97M-V/def2-TZVPD, the OMol25 dataset).

The gap between HOMO and LUMO comes out at 4.75 eV. The value obtained for the HOMO energy is -2.65 eV. As for the energy relative to the best compared isomer or geometry (same formula, charge and spin): 17.80 kcal/mol. As for the lowest unoccupied orbital energy: 0.0771 Ha.

Structure (ORCA input):
```
! RIJCOSX wB97M-V def2-TZVPD def2/J DEFGRID3
* xyz -1 1
Na 0.65451 -0.15396 -0.93594
C 2.36984 -2.44674 -2.66369
O 2.64450 -1.36329 -1.81523
H 3.29396 -3.05950 -2.66090
H 1.49333 -3.02873 -2.32815
H 2.27408 -2.13591 -3.72335
C 1.85556 2.78586 0.26779
O 2.31673 1.77911 -0.55317
H 1.77847 2.54103 1.35175
H 2.61289 3.60435 0.33151
H 0.91834 3.26649 -0.08179
C -1.65227 2.88702 -1.65466
O -2.90413 2.34269 -1.32023
C -2.93834 1.06765 -0.95357
O -1.98071 0.36790 -0.84342
O -4.20191 0.70260 -0.85972
C -4.51030 -0.63916 -1.15250
H -0.97318 2.18738 -2.15519
H -1.06533 3.12929 -0.76176
H -1.68893 3.77031 -2.28476
H -4.42121 -0.89659 -2.20831
H -5.55237 -0.89236 -0.94666
H -3.93458 -1.29858 -0.50403
C -0.93002 -1.65631 3.24508
O 0.31623 -1.02494 3.45530
C 1.08403 -1.01138 2.35038
O 0.69488 -1.11395 1.22784
O 2.30470 -0.65477 2.66075
C 3.30033 -0.87844 1.64776
H -1.46948 -1.58859 4.19337
H -0.79811 -2.72470 3.05781
H -1.60209 -1.23547 2.49766
H 2.91827 -0.63655 0.64896
H 3.72938 -1.87583 1.67528
H 4.06292 -0.11593 1.79577
*
```

Just the natural (NBO) charges please, in e? Sure, here they are: 0.93, -0.24, -1.01, 0.11, 0.09, 0.09, -0.22, -0.99, 0.09, 0.09, 0.07, -0.29, -0.49, 1.00, -0.65, -0.50, -0.26, 0.20, 0.21, 0.20, 0.19, 0.19, 0.20, -0.26, -0.50, 1.00, -0.67, -0.49, -0.29, 0.18, 0.18, 0.19, 0.28, 0.17, 0.20